Computed, not measured: one molecule with the formula C3H3NO2, with ωB97M-V with the def2-TZVPD basis set.

Kohn-Sham gap = 11.76 eV
SMILES = COC(=O)C#N
Highest occupied orbital energy = -11.757 eV

Structure (ORCA input):
```
! RIJCOSX wB97M-V def2-TZVPD def2/J DEFGRID3
* xyz 0 1
H -1.3558 0.3094 1.1829
C 1.5095 -0.2496 0.2322
N 2.1232 -0.9462 0.9212
H -2.1632 -0.4562 -0.2182
C 0.8116 0.6777 -0.6929
O 1.4408 1.4109 -1.3999
C -1.2036 -0.2237 0.2409
O -0.5170 0.6239 -0.6886
H -0.6455 -1.1463 0.4224
*
```